[1]
DFT (ωB97M-V/def2-TZVPD) results for an isolated molecule of C4H4O3 in a non-equilibrium geometry.

Results
ΔE to the lowest compared entry with this formula, charge and spin	487.83	kJ/mol
HOMO-LUMO gap (spin up / spin down)	8.335 / 8.335	eV
calculated total energy	-10350.15611	eV
multiplicity	1

Atoms and positions in Å:
O  -0.4635  0.1662  -2.3077
C  0.0082  0.4141  -1.2426
O  0.9918  1.3126  -0.9133
C  1.0143  0.8987  0.4853
C  -0.1521  -0.0370  0.2045
C  -1.1111  -1.9089  0.6044
O  0.0752  -1.4055  0.4760
H  0.8255  1.7419  1.1507
H  1.9461  0.3890  0.7363
H  -1.8516  -1.6602  -0.1585
H  -1.1191  0.2591  0.6906

=====

[2]
DFT (ωB97M-V/def2-TZVPD) results for a cluster of 2 separate species, C3H4N2O in total.

Results
ΔE to the lowest compared entry with this formula, charge and spin	447.17	kJ/mol
HOMO-LUMO gap	9.401	eV
calculated total energy	-8199.25087	eV
multiplicity	1

Atoms and positions in Å:
O  2.6152  0.7392  0.7409
C  1.6760  1.1625  0.1961
N  0.2377  -1.5996  -0.3010
C  -0.7704  -0.8914  -0.0335
C  -1.3964  0.3140  0.0007
N  0.6497  1.6734  -0.2320
H  0.0470  -2.5974  -0.2996
H  -1.8925  -1.2224  0.1348
H  -1.6046  0.6849  1.0101
H  0.4382  1.7367  -1.2164

=====

[3]
DFT (ωB97M-V/def2-TZVPD) results for a structure of composition C2H2AlO2 in a non-equilibrium geometry.

Results
ΔE to the lowest compared entry with this formula, charge and spin	0.00	kJ/mol
expectation value of S²	0.76
charge	+2
HOMO-LUMO gap (spin up / spin down)	6.978 / 8.844	eV
calculated total energy	-12774.70827	eV
multiplicity	2

Atoms and positions in Å:
O  0.2234  -0.0156  1.0727
C  1.0160  0.1614  0.0735
C  0.5478  -0.1004  -1.2509
O  -0.6968  -0.1709  -1.4587
Al  -1.3754  0.1721  0.8965
H  1.8079  0.9116  0.2042
H  1.2444  0.0970  -2.0834

=====

[4]
DFT (ωB97M-V/def2-TZVPD) results for a cluster of 2 separate species, C33H30NO2S in total in a non-equilibrium geometry.

Results
charge	+1
HOMO-LUMO gap	5.555	eV
calculated total energy	-51117.41500	eV
multiplicity	1

Atoms and positions in Å:
C  6.5952  0.2238  1.8578
C  5.2077  0.7752  1.8703
C  4.5939  1.1325  0.6676
C  3.2776  1.5869  0.6582
C  2.5703  1.6238  1.8651
S  0.8681  2.1335  1.8688
N  0.0124  0.3858  2.0793
C  0.3423  -0.5850  1.0237
C  -0.3958  -1.8667  1.2865
C  -1.3419  -2.3265  0.3730
C  -2.1536  -3.4098  0.7266
C  -1.9527  -4.0533  1.9514
C  -0.9333  -3.6460  2.8180
C  -0.1192  -2.5646  2.4620
C  -1.0725  0.3216  2.7573
C  -2.1459  0.3139  3.4490
C  -3.4590  0.7948  3.0844
C  -3.5882  1.4738  1.8533
C  -4.8328  1.9236  1.4124
C  -5.9632  1.7114  2.2042
C  -5.8572  1.0338  3.4281
C  -4.6157  0.5782  3.8626
O  0.5372  2.8509  3.0704
O  0.4718  2.5771  0.5576
C  3.2057  1.3851  3.0867
C  4.5200  0.9317  3.0739
H  6.9248  0.0242  2.8794
H  6.6219  -0.7140  1.2919
H  7.3021  0.9146  1.3855
H  5.1506  1.0526  -0.2646
H  2.7928  1.9000  -0.2693
H  0.0779  -0.1617  0.0442
H  1.4249  -0.7521  1.0499
H  -1.4513  -1.7995  -0.5798
H  -2.9374  -3.7412  0.0442
H  -2.5837  -4.9002  2.2252
H  -0.7611  -4.1425  3.7775
H  0.7057  -2.2276  3.0985
H  -2.6884  1.6040  1.2419
H  -4.8954  2.4289  0.4472
H  -6.9302  2.0703  1.8568
H  -6.7466  0.8543  4.0353
H  -4.5233  0.0150  4.7924
H  2.6714  1.5504  4.0217
H  5.0255  0.6944  4.0072
C  -2.3324  0.4495  7.4255
C  -0.9910  1.2615  7.4119
C  -0.2996  0.7342  6.1988
C  -1.0293  -0.2727  5.5933
C  -2.2814  -0.4280  6.2050
C  -3.1740  -1.5414  6.0439
C  -3.0983  -2.4282  4.9391
C  -3.7301  -3.6723  4.9864
C  -4.5414  -4.0106  6.0791
C  -4.7254  -3.0940  7.1202
C  -4.0725  -1.8708  7.0961
H  -2.3501  -0.1754  8.3334
H  -3.2104  1.1084  7.4795
H  -1.2064  2.3353  7.3654
H  -0.4480  1.0756  8.3531
H  0.6433  1.1215  5.8167
H  -0.6782  -0.9123  4.7849
H  -2.5093  -2.1193  4.0699
H  -3.5929  -4.3877  4.1714
H  -5.0408  -4.9802  6.1117
H  -5.3721  -3.3368  7.9646
H  -4.1747  -1.1786  7.9347

=====

[5]
DFT (ωB97M-V/def2-TZVPD) results for a cluster of 17 separate species, C60H162N20O28 in total in a non-equilibrium geometry.

Results
ΔE to the lowest compared entry with this formula, charge and spin	0.00	kJ/mol
HOMO-LUMO gap	8.756	eV
calculated total energy	-151974.50308	eV
multiplicity	1

Atoms and positions in Å:
C  8.0952  -1.0802  7.7075
O  7.3559  -0.8292  6.5187
C  5.8989  -0.8651  6.5872
C  5.3359  -0.5720  5.1781
N  5.5507  -1.7142  4.3028
C  5.0517  -1.4885  2.9794
C  5.2431  -2.7406  2.1520
O  6.6250  -2.8817  1.9081
C  6.8380  -4.1013  1.1987
H  8.1492  -2.1539  7.9500
H  7.7064  -0.5415  8.5735
H  9.1231  -0.7119  7.5314
H  5.6761  -0.0369  7.3081
H  5.6327  -1.8600  6.9088
H  5.7137  0.3923  4.8342
H  4.2232  -0.4011  5.2746
H  6.5758  -1.8240  4.1394
H  5.5062  -0.6709  2.4279
H  3.9813  -1.2246  3.0517
H  4.6912  -2.7447  1.1873
H  4.8184  -3.5091  2.8051
H  6.2979  -4.8873  1.7867
H  7.8896  -4.3239  1.2942
H  6.4390  -4.1155  0.1363
C  5.4923  -2.6933  -3.1175
O  6.1273  -1.4443  -2.7370
C  7.0393  -1.6039  -1.6578
C  7.8426  -0.3231  -1.6289
N  7.0443  0.8242  -1.2264
C  6.7391  0.8080  0.2019
C  5.5214  1.7608  0.5314
O  4.3695  1.5859  -0.2622
C  3.8105  0.2744  -0.1114
H  4.5274  -2.3798  -3.4714
H  5.4074  -3.3625  -2.2604
H  6.0551  -3.2804  -3.8711
H  7.7147  -2.4852  -1.6865
H  6.4786  -1.8094  -0.7571
H  8.3019  -0.1706  -2.6144
H  8.6936  -0.4090  -0.9786
H  6.2019  0.6955  -1.7512
H  7.6289  1.1133  0.7542
H  6.5545  -0.2334  0.4383
H  5.8607  2.8075  0.4026
H  5.3487  1.5261  1.5731
H  3.3257  0.1835  0.8727
H  4.5477  -0.5234  -0.1478
H  3.0677  0.1806  -0.8560
C  5.3782  0.3388  -5.2624
O  4.5047  1.3167  -4.7216
C  3.5673  0.7886  -3.7415
C  2.7651  1.8457  -3.1100
N  1.7728  2.4360  -4.0554
C  0.9485  3.4837  -3.4317
C  0.2690  4.3246  -4.4111
O  1.3040  4.8879  -5.2813
C  0.8136  5.8102  -6.1855
H  6.1669  0.2143  -4.5066
H  5.8073  0.8008  -6.1390
H  4.9090  -0.6052  -5.6240
H  4.1884  0.3021  -2.9659
H  2.9369  0.0769  -4.2591
H  3.4220  2.5224  -2.5129
H  2.1703  1.4072  -2.3265
H  2.2833  2.9508  -4.7781
H  1.5299  4.1758  -2.7636
H  0.2225  2.9889  -2.8047
H  -0.2838  5.1261  -3.9315
H  -0.3691  3.7463  -5.1448
H  1.7058  6.0630  -6.7883
H  0.3636  6.6934  -5.7156
H  0.0992  5.3128  -6.8808
C  -4.3750  -1.8218  0.0887
O  -4.6414  -2.7553  1.2008
C  -5.9817  -2.5729  1.6948
C  -5.9699  -1.5529  2.8282
N  -5.0207  -1.9472  3.8839
C  -5.4643  -2.8244  4.9963
C  -4.9608  -2.3426  6.3520
O  -5.5152  -3.2843  7.2456
C  -5.2274  -2.9519  8.5658
H  -3.3626  -2.0964  -0.2086
H  -4.2666  -0.7739  0.4854
H  -5.0904  -1.9564  -0.7100
H  -6.3257  -3.5563  2.0551
H  -6.5906  -2.2404  0.8794
H  -6.9549  -1.4091  3.2176
H  -5.6784  -0.6090  2.4079
H  -4.2070  -2.3863  3.4732
H  -5.1246  -3.8380  4.7872
H  -6.5179  -2.9240  5.0144
H  -5.2234  -1.3011  6.5920
H  -3.8446  -2.4345  6.3596
H  -5.6829  -1.9894  8.8572
H  -4.1568  -2.8028  8.7654
H  -5.5680  -3.7426  9.2462
C  2.6958  -1.3962  8.5342
O  2.2613  -1.5556  7.2130
C  1.6304  -0.3660  6.7023
C  0.1264  -0.6161  6.6476
N  -0.5601  0.5758  6.0949
C  -0.8730  1.6512  7.1353
C  -1.7189  2.7767  6.6154
O  -0.8706  3.6082  5.8002
C  -1.6046  4.7646  5.4235
H  3.0458  -2.3240  8.8936
H  1.8519  -1.0333  9.1634
H  3.4613  -0.6308  8.6126
H  1.9962  -0.1011  5.7344
H  1.7666  0.5031  7.3715
H  -0.2147  -0.8645  7.6361
H  -0.1128  -1.3967  5.9413
H  -1.4008  0.3932  5.5274
H  0.0583  2.0754  7.4794
H  -1.4021  1.1871  7.9709
H  -2.1140  3.3521  7.4375
H  -2.5662  2.3948  6.0503
H  -2.5208  4.4435  4.9249
H  -0.9763  5.3616  4.7686
H  -1.8694  5.3952  6.2883
C  -6.9318  -0.1442  -4.3242
O  -6.5170  -1.4991  -4.5186
C  -5.9241  -2.1431  -3.4348
C  -5.6128  -3.5667  -3.8095
N  -4.6409  -3.5670  -4.8390
C  -4.1359  -4.9201  -5.1303
C  -2.9223  -5.2581  -4.3178
O  -3.2774  -5.4146  -2.9615
C  -2.1973  -5.8751  -2.1923
H  -7.2595  0.2489  -5.2619
H  -6.1158  0.4254  -3.8764
H  -7.8041  -0.2149  -3.6560
H  -6.5764  -2.1531  -2.5828
H  -4.9687  -1.6331  -3.2414
H  -6.5644  -4.0095  -4.1022
H  -5.2611  -4.1142  -2.9308
H  -5.0072  -3.2050  -5.7028
H  -3.9070  -4.9571  -6.1759
H  -4.8950  -5.7064  -4.9396
H  -2.1697  -4.4778  -4.3798
H  -2.5361  -6.1672  -4.7985
H  -1.7456  -6.7077  -2.7570
H  -2.5446  -6.1580  -1.1976
H  -1.4165  -5.0840  -2.1578
C  3.1300  -5.9945  -4.6994
O  2.6116  -4.9834  -3.8159
C  2.2457  -5.3929  -2.5329
C  1.9603  -4.0520  -1.8567
N  1.4844  -4.0971  -0.4782
C  2.5696  -4.5879  0.3553
C  2.2539  -4.6302  1.8808
O  1.9788  -3.2990  2.2076
C  1.7252  -3.0411  3.5419
H  2.4309  -6.8250  -4.8212
H  4.0622  -6.3673  -4.3060
H  3.4064  -5.5360  -5.6240
H  2.9629  -5.9945  -1.9255
H  1.3565  -6.0240  -2.5822
H  1.2233  -3.5369  -2.4495
H  2.8406  -3.4223  -1.8821
H  0.7124  -4.7695  -0.4060
H  3.3838  -3.8908  0.2449
H  2.9014  -5.5791  0.0992
H  3.0532  -4.9958  2.5215
H  1.3588  -5.1434  2.0334
H  1.5418  -1.9985  3.6758
H  2.6362  -3.2681  4.1013
H  0.8708  -3.6299  3.9448
C  -2.3365  4.5674  -1.6856
O  -3.3012  4.5313  -2.7415
C  -4.0080  5.7337  -2.8789
C  -4.9925  5.6499  -4.0418
N  -4.3120  5.7342  -5.3199
C  -5.2665  5.4110  -6.3510
C  -6.0164  6.5389  -6.9837
O  -6.8696  7.1110  -6.0577
C  -7.8236  7.9774  -6.6323
H  -1.7541  5.5030  -1.6195
H  -1.7421  3.6972  -1.8270
H  -2.8984  4.5171  -0.7483
H  -3.4366  6.6260  -2.9415
H  -4.6157  5.9340  -1.9829
H  -5.7036  6.4831  -3.9773
H  -5.5150  4.7028  -3.8733
H  -3.5846  5.0365  -5.2559
H  -5.9705  4.6904  -5.9848
H  -4.7308  4.9523  -7.1611
H  -6.6617  6.1128  -7.7605
H  -5.3737  7.3110  -7.4799
H  -8.6092  7.4329  -7.1898
H  -7.3541  8.5556  -7.4053
H  -8.3553  8.6194  -5.9406
C  -1.8095  6.0896  1.4723
O  -1.5074  5.0534  2.0670
N  -3.0508  6.5295  1.4953
N  -0.9832  6.7053  0.6398
H  -3.3667  7.4008  1.1917
H  -3.5921  5.8646  1.9961
H  -1.1067  7.5097  0.0431
H  -0.0177  6.4138  0.7599
C  1.8764  4.5981  0.5124
O  1.6573  5.7199  0.9895
N  0.8983  3.6918  0.4009
N  3.0892  4.2285  0.1245
H  1.0981  2.7400  0.2292
H  0.0726  3.9860  0.8688
H  3.3082  3.3951  -0.3644
H  3.6856  5.0547  0.0359
C  -1.6210  -4.9784  1.1795
O  -0.8202  -5.8570  0.8523
N  -1.2445  -3.7020  1.1703
N  -2.9262  -5.1641  1.4151
H  -0.3422  -3.5840  0.7100
H  -1.7867  -2.8688  1.2912
H  -3.2302  -6.1340  1.3782
H  -3.6187  -4.4646  1.4821
C  -3.6415  0.9931  -1.3097
O  -4.1636  0.4682  -2.2657
N  -2.3225  0.7904  -1.0598
N  -4.3854  1.7931  -0.4866
H  -1.9234  1.3606  -0.3178
H  -1.7136  0.6910  -1.8621
H  -4.1109  2.2644  0.3515
H  -5.1824  2.1768  -0.9617
C  2.4863  -2.1411  -6.4025
O  3.5379  -2.6451  -6.7811
N  1.6145  -2.8684  -5.6506
N  2.1086  -0.8562  -6.8597
H  0.7650  -2.4237  -5.3346
H  1.9580  -3.5227  -4.9544
H  2.9718  -0.3877  -7.0590
H  1.3669  -0.3502  -6.4598
C  0.5464  -0.4031  -0.3600
O  0.6166  0.8509  -0.4490
N  0.4017  -1.1916  -1.3800
N  0.6605  -1.0065  0.8119
H  -0.2448  -1.9778  -1.3349
H  0.3371  -0.6621  -2.2711
H  0.8749  -0.4081  1.6239
H  1.0361  -1.9723  0.8245
C  -1.1431  0.3146  -4.3628
C  -2.0057  -0.9366  -4.3249
O  -1.5746  -1.8504  -5.3621
O  0.2215  -0.0097  -4.6850
H  -1.1596  0.8001  -3.3947
H  -1.6111  0.9986  -5.0527
H  -3.0535  -0.6565  -4.5004
H  -1.9924  -1.4321  -3.3698
H  -2.3495  -2.4715  -5.4463
H  0.7300  0.8245  -4.6095
C  2.2444  1.8795  3.4179
C  2.0355  3.2549  3.9684
O  1.8740  3.2542  5.3763
O  1.1219  1.0417  3.5232
H  3.0855  1.4383  4.0120
H  2.4843  1.8826  2.3364
H  1.1789  3.7761  3.4780
H  2.9421  3.8515  3.7098
H  0.9222  3.2856  5.5726
H  0.5311  1.4104  4.1914
C  -3.1110  0.4205  2.9179
C  -2.4206  1.7742  2.9481
O  -2.6816  2.3092  1.6600
O  -2.9993  -0.1718  4.2328
H  -2.5135  -0.1730  2.2315
H  -4.1856  0.4825  2.7759
H  -1.3852  1.6556  3.2158
H  -2.8481  2.5271  3.5885
H  -2.3568  3.2022  1.6294
H  -3.7077  -0.7985  4.1481

=====

[6]
DFT (ωB97M-V/def2-TZVPD) results for a cluster of 2 separate species, C31H75BN2O3P2 in total in a non-equilibrium geometry.

Results
ΔE to the lowest compared entry with this formula, charge and spin	734.46	kJ/mol
HOMO-LUMO gap	3.851	eV
calculated total energy	-61729.02192	eV
multiplicity	1

Atoms and positions in Å:
C  -4.5920  -0.7468  7.5358
C  -4.7152  -2.3534  7.8448
C  -3.6365  -3.2485  6.9405
C  -4.0565  -3.2502  5.3196
C  -4.7346  -4.7004  5.0961
P  -2.6304  -2.7305  4.1367
C  -3.3267  -3.6428  2.6090
N  -2.6248  -4.9082  2.2005
C  -1.5592  -4.1923  4.7282
N  -0.2058  -4.3418  3.9998
C  -3.4241  -1.0543  3.6763
C  -4.8824  -1.0015  3.0451
C  -4.8499  0.0311  1.7266
C  -3.9849  -0.5263  0.4616
C  -4.0270  0.4832  -0.8529
O  -3.7087  1.8333  -0.3645
C  -2.2504  2.0029  -0.1976
C  -1.9184  2.5429  1.3195
B  -1.0471  -2.1213  3.2032
O  -0.0317  -1.2884  3.9465
O  -0.7185  -2.3347  1.7873
C  0.6737  -1.9795  1.4704
H  -5.4065  -0.5069  6.7008
H  -4.8271  -0.0612  8.4686
H  -3.5335  -0.4964  7.0559
H  -4.4244  -2.5534  8.9846
H  -5.7807  -2.8009  7.5708
H  -2.5654  -2.8712  7.1683
H  -3.6930  -4.3434  7.4138
H  -4.9683  -2.4765  5.3311
H  -5.7352  -4.5040  4.4690
H  -4.1538  -5.5019  4.4910
H  -5.1314  -5.2489  6.0775
H  -2.0709  -2.0000  5.2850
H  -4.4723  -3.8538  2.5898
H  -3.2017  -2.8890  1.6874
H  -2.2874  -4.9047  1.2131
H  -3.3673  -5.6661  2.2904
H  -2.0384  -5.2420  4.7272
H  -1.2123  -3.9879  5.8544
H  -0.1566  -5.3450  3.7120
H  0.5791  -4.2259  4.7010
H  -3.4132  -0.3493  4.6424
H  -2.6858  -0.4882  2.9248
H  -5.5804  -0.3957  3.8092
H  -5.4828  -1.9677  2.8272
H  -5.9553  0.3481  1.4080
H  -4.3187  1.0086  2.1177
H  -4.2844  -1.6426  0.1626
H  -2.8300  -0.6017  0.7537
H  -3.2950  0.0839  -1.6890
H  -5.1511  0.4427  -1.2402
H  -1.8987  2.8176  -0.9813
H  -1.6903  0.9981  -0.4370
H  -1.6164  1.6224  1.9844
H  -1.0522  3.3460  1.3166
H  -2.8641  3.0303  1.8504
H  0.1318  -1.8164  4.7957
H  1.3926  -2.6516  2.1148
H  0.9175  -0.8282  1.5496
H  0.8408  -2.2582  0.3213
C  -0.0308  -0.3840  -3.2520
C  0.8495  0.3864  -2.2812
C  0.8649  1.8893  -2.5485
C  1.7149  2.3418  -3.7382
P  3.4773  2.4400  -3.5376
C  3.7803  3.3797  -2.0166
C  3.1221  4.7387  -1.7842
C  3.6636  5.9433  -2.5581
C  5.1729  6.1158  -2.5117
C  4.1933  3.4214  -4.8277
C  4.1450  3.0373  -6.2968
C  5.0592  1.9113  -6.7567
C  6.4816  1.9700  -6.2268
C  4.3164  0.9168  -3.1835
C  4.5049  -0.2721  -4.1193
C  3.2950  -0.7523  -4.9125
C  2.7326  -2.0718  -4.4070
H  0.2704  -0.2260  -4.2907
H  0.0278  -1.4562  -3.0411
H  -1.0780  -0.0800  -3.1523
H  1.8595  -0.0205  -2.2956
H  0.4662  0.2147  -1.2681
H  1.2114  2.3943  -1.6422
H  -0.1678  2.2246  -2.7072
H  1.3927  3.3654  -3.9711
H  1.4569  1.7691  -4.6318
H  4.8632  3.4573  -1.8765
H  3.4420  2.7254  -1.2026
H  3.2263  4.9700  -0.7156
H  2.0459  4.6648  -1.9733
H  3.2045  6.8490  -2.1411
H  3.3262  5.9114  -3.5955
H  5.5105  6.3306  -1.4933
H  5.4720  6.9541  -3.1508
H  5.7053  5.2323  -2.8712
H  5.2162  3.6933  -4.5493
H  3.6322  4.3572  -4.7992
H  4.4146  3.9304  -6.8784
H  3.1131  2.7917  -6.5724
H  5.0924  1.9109  -7.8526
H  4.5998  0.9607  -6.4935
H  7.0113  2.8375  -6.6312
H  7.0272  1.0681  -6.5227
H  6.5191  2.0236  -5.1360
H  3.8914  0.5289  -2.2520
H  5.3344  1.2191  -2.9001
H  4.9044  -1.1041  -3.5236
H  5.3133  -0.0425  -4.8147
H  3.5926  -0.9202  -5.9554
H  2.5124  0.0027  -4.9429
H  3.4505  -2.8827  -4.5706
H  1.8226  -2.3275  -4.9456
H  2.5082  -2.0305  -3.3368